The following is a DFT calculation (ωB97M-V with the def2-TZVPD basis set) of a single CH4N4S2 molecule at a distorted geometry.

Summary:
highest occupied orbital energy (spin up / spin down) = -8.06 / -8.06 eV
E = -1055.72785 hartree
charge = 0
relative energy (zero: lowest compared OMol25 entry of this formula, charge and spin) = 317.7 kJ/mol

XYZ file:
```
11
Properties=species:S:1:pos:R:3:forces:R:3:nbo_charge:R:1
C -0.0592 0.5431 0.2926 -1.0932 -0.9433 -1.5597 -0.04
N 0.2232 -1.8251 0.4118 -0.2464 -2.3731 -0.8763 -0.18
N 0.2341 -0.7832 0.9326 1.1210 2.1636 1.6750 -0.22
N -2.7076 -0.0634 -0.2781 2.3887 -0.1760 -0.5921 -0.81
N 0.2305 0.4362 -1.0804 0.3438 -1.3221 0.5626 -0.82
S -4.1858 -0.4569 -0.4475 -1.0931 0.1186 0.3126 0.32
S -1.9058 0.8729 0.7686 0.1091 0.7378 0.6094 0.50
H 0.6827 1.1672 0.7716 -0.6325 1.0076 0.2705 0.22
H 0.6438 -0.5517 1.9028 -0.5394 -0.6888 -0.3237 0.27
H -0.3324 -0.1465 -1.6553 -0.7394 -1.6444 0.5061 0.40
H 0.1951 1.2139 -1.6413 0.3814 3.1202 -0.5844 0.38
```
Forces are in eV/Å.

***

The following is a DFT calculation (ωB97M-V with the def2-TZVPD basis set) of a single CH2N2O2 molecule at a distorted geometry.

Summary:
highest occupied orbital energy = -9.94 eV
E = -299.10879 hartree
SMILES = C=NON=O
charge = 0
relative energy (zero: lowest compared OMol25 entry of this formula, charge and spin) = 598.8 kJ/mol

XYZ file:
```
7
Properties=species:S:1:pos:R:3:forces:R:3:nbo_charge:R:1
C 1.0884 0.6681 0.7281 -1.2962 -0.4006 1.3116 -0.11
N 0.8823 0.0802 -0.3510 -1.9188 -1.0235 -1.6193 -0.05
O -0.6740 -0.3306 -0.2721 0.4457 0.9016 2.4608 -0.32
N -1.2565 -0.8867 -1.3433 1.1134 -0.7606 -3.0133 0.34
O -2.3813 -1.2457 -1.2270 1.0607 0.9359 1.4934 -0.30
H 2.0817 0.9902 1.0100 0.1113 0.0626 -0.4268 0.23
H 0.2594 0.7245 1.4552 0.4840 0.2846 -0.2065 0.22
```
Forces are in eV/Å.

***

The following is a DFT calculation (ωB97M-V with the def2-TZVPD basis set) of 2 unconnected molecules or ions with the total composition C4H10N2O4 at a distorted geometry.

Summary:
highest occupied orbital energy = -7.74 eV
E = -568.80892 hartree
charge = 0
relative energy (zero: lowest compared OMol25 entry of this formula, charge and spin) = 269.0 kJ/mol

XYZ file:
```
20
Properties=species:S:1:pos:R:3:forces:R:3:nbo_charge:R:1
C -0.6495 0.8210 -0.3922 1.3588 2.0910 0.4071 0.62
C 1.3468 0.3336 -0.0515 -2.2666 -0.3179 -1.1505 0.11
C 1.1408 -1.0143 0.5202 -0.6034 -0.3282 -0.9861 -0.56
C -0.0723 -1.4748 -0.3464 2.0957 -3.5176 0.9491 0.71
N 1.8560 1.3125 0.7255 0.1673 0.6916 0.3526 -0.78
N -1.1688 -1.8605 0.4780 -0.1845 1.0887 -1.1597 -0.91
O -0.2569 2.0943 -0.8881 -0.4430 0.1641 -0.3802 -0.76
O -1.0663 1.0683 0.9173 -0.5728 -0.1965 0.3058 -0.77
O -1.7192 0.3285 -1.1444 0.2974 -0.6758 -0.3360 -0.76
O 0.1066 -1.8648 -1.4977 -0.7877 1.3475 1.1450 -0.60
H -0.6716 2.2375 -1.7478 0.1977 0.0091 0.1324 0.47
H -1.6498 0.3254 1.1504 0.3315 0.1605 -0.0538 0.49
H -2.1907 0.9997 -1.6607 0.2364 0.1223 0.4402 0.47
H 1.6254 0.3567 -1.1018 0.0792 -0.0033 0.1954 0.22
H 1.8427 2.2384 0.3124 0.0155 -0.2070 0.0605 0.40
H 1.5443 1.3226 1.6895 -0.0363 -0.0511 -0.1955 0.39
H -1.9729 -2.0962 -0.0936 0.1438 -0.4305 0.2862 0.40
H -0.9260 -2.4913 1.2316 -0.0703 0.1748 -0.2010 0.40
H 0.8953 -0.9623 1.5818 0.0092 -0.0569 -0.0707 0.21
H 1.9863 -1.6744 0.3175 0.0321 -0.0649 0.2589 0.23
```
Forces are in eV/Å.

***

Question: Look up the charge of the third one.
Answer: 0

***

Copy entry 1 word for word.
The following is a DFT calculation (ωB97M-V with the def2-TZVPD basis set) of a single CH4N4S2 molecule at a distorted geometry.

Summary:
highest occupied orbital energy (spin up / spin down) = -8.06 / -8.06 eV
E = -1055.72785 hartree
charge = 0
relative energy (zero: lowest compared OMol25 entry of this formula, charge and spin) = 317.7 kJ/mol

XYZ file:
```
11
Properties=species:S:1:pos:R:3:forces:R:3:nbo_charge:R:1
C -0.0592 0.5431 0.2926 -1.0932 -0.9433 -1.5597 -0.04
N 0.2232 -1.8251 0.4118 -0.2464 -2.3731 -0.8763 -0.18
N 0.2341 -0.7832 0.9326 1.1210 2.1636 1.6750 -0.22
N -2.7076 -0.0634 -0.2781 2.3887 -0.1760 -0.5921 -0.81
N 0.2305 0.4362 -1.0804 0.3438 -1.3221 0.5626 -0.82
S -4.1858 -0.4569 -0.4475 -1.0931 0.1186 0.3126 0.32
S -1.9058 0.8729 0.7686 0.1091 0.7378 0.6094 0.50
H 0.6827 1.1672 0.7716 -0.6325 1.0076 0.2705 0.22
H 0.6438 -0.5517 1.9028 -0.5394 -0.6888 -0.3237 0.27
H -0.3324 -0.1465 -1.6553 -0.7394 -1.6444 0.5061 0.40
H 0.1951 1.2139 -1.6413 0.3814 3.1202 -0.5844 0.38
```
Forces are in eV/Å.

***

Question: What is the formula in the third record?
Answer: C4H10N2O4

***

Question: Which of these has the highest E?
Answer: CH2N2O2